A 2-piece molecular cluster, C3H10N2O3 overall in a non-equilibrium geometry. Source: the OMol25 dataset; level of theory: ωB97M-V with the def2-TZVPD basis set.

Computed properties:
Energy in eV: -12396.3785
Frontier orbital gap in eV: 9.91
LUMO level in eV: 0.53
Structure (SMILES): NCCNC(=O)O.O
E_HOMO in eV: -9.3778
Energy above the lowest of the compared OMol25 structures with the same formula, charge and spin in kJ/mol: 34.4

```
! wB97M-V def2-TZVPD RIJCOSX def2/J DEFGRID3
* xyz 0 1
C -0.199 0.719 1.505
N -0.744 -0.028 0.375
C -0.638 -1.359 0.219
O 0.436 -1.852 0.944
O -1.279 -2.109 -0.480
C 0.905 1.732 1.015
N 1.670 1.317 -0.138
H -1.019 1.318 1.904
H 0.220 0.057 2.247
H -1.282 0.497 -0.296
H 0.442 -2.800 0.734
H 1.604 1.813 1.858
H 0.438 2.716 0.972
H 1.147 1.499 -0.977
H 1.776 0.314 -0.068
H -1.169 0.827 -3.160
H 0.193 0.330 -2.639
O -0.333 1.125 -2.787
*
```

=====

A 2-piece molecular cluster, C3H10N2S overall. Source: the OMol25 dataset; level of theory: ωB97M-V with the def2-TZVPD basis set.

Computed properties:
Energy in eV: -17086.4884
Frontier orbital gap (spin up / spin down) in eV: 2.00 / 8.67
LUMO level (spin up / spin down) in eV: 3.08 / 3.52
E_HOMO (spin up / spin down) in eV: 1.0858 / -5.1548
Energy above the lowest of the compared OMol25 structures with the same formula, charge and spin in kJ/mol: 95.8

```
! wB97M-V def2-TZVPD RIJCOSX def2/J DEFGRID3
* xyz -1 2
C -0.331 -1.446 2.349
S 1.143 -0.402 2.205
H -0.737 -1.552 1.344
H -0.119 -2.450 2.721
H -1.113 -1.029 2.982
H 1.383 -0.136 3.516
C -0.635 -0.647 -1.649
N 0.769 1.727 -2.036
C -0.077 1.484 -0.905
N -0.754 0.452 -0.659
H -1.288 -1.465 -1.359
H 0.401 -0.976 -1.677
H -0.888 -0.270 -2.639
H 0.577 2.663 -2.380
H 1.729 1.797 -1.683
H -0.062 2.249 -0.129
*
```

=====

C3H10N2S as an isolated structure in a non-equilibrium geometry. Source: the OMol25 dataset; level of theory: ωB97M-V with the def2-TZVPD basis set.

Computed properties:
Energy in eV: -17086.0387
Frontier orbital gap in eV: 7.67
LUMO level in eV: 0.06
E_HOMO in eV: -7.6105
Energy above the lowest of the compared OMol25 structures with the same formula, charge and spin in kJ/mol: 247.5

```
! wB97M-V def2-TZVPD RIJCOSX def2/J DEFGRID3
* xyz 0 1
C 2.338 0.169 -0.143
C 1.227 1.182 -0.227
S 0.142 0.938 1.364
H 2.071 -0.943 -0.349
H 3.252 0.199 -0.835
H 2.566 0.277 0.933
H 1.782 2.233 -0.044
H 0.512 1.198 -1.093
N -0.500 -1.836 -0.905
C -1.553 -1.042 -1.173
N -1.978 -0.163 -0.328
H -0.136 -1.649 0.026
H -0.739 -2.822 -0.945
H -2.279 -1.526 -1.879
H -2.982 -0.274 -0.193
H -1.045 0.431 0.442
*
```

=====

A 2-piece molecular cluster, C3H10N2S overall in a non-equilibrium geometry. Source: the OMol25 dataset; level of theory: ωB97M-V with the def2-TZVPD basis set.

Computed properties:
Energy in eV: -17087.1836
Frontier orbital gap in eV: 9.50
LUMO level in eV: 0.93
Structure (SMILES): [H]/N=C/N.CSC
E_HOMO in eV: -8.5648
Energy above the lowest of the compared OMol25 structures with the same formula, charge and spin in kJ/mol: 137.1

```
! wB97M-V def2-TZVPD RIJCOSX def2/J DEFGRID3
* xyz 0 1
C -1.477 -2.238 1.467
S -0.688 -1.848 -0.133
C 0.631 -3.008 -0.382
H -1.027 -1.570 2.188
H -1.203 -3.186 1.860
H -2.552 -2.186 1.527
H 0.921 -3.038 -1.528
H 1.568 -2.840 0.099
H 0.412 -4.071 -0.114
N 1.070 4.383 -0.487
C 0.409 3.221 -1.105
N -0.573 2.745 -0.521
H 2.077 4.421 -0.493
H 0.664 4.611 0.324
H 0.801 2.735 -1.958
H -1.032 1.867 -0.744
*
```

=====

Question: The highest energy belongs to which entry?
Answer: C3H10N2O3